10
Properties=species:S:1:pos:R:3 method="wB97M-V/def2-TZVPD" multiplicity=1 lumo_ev=0.30 homo_lumo_gap_ev=9.43
N 0.77 -0.21 0.17
C 1.03 -1.46 -0.04
C 1.56 -2.45 -0.47
C -0.53 0.21 0.26
C -0.80 1.67 0.24
H -1.16 1.75 -0.79
H -1.42 -0.45 0.04
H 0.14 2.24 0.40
H 1.96 -3.34 -0.78
H -1.56 2.03 0.99

88
Properties=species:S:1:pos:R:3 method="wB97M-V/def2-TZVPD" s_squared=0.767 multiplicity=2 lumo_ev="-9.86 / -11.25" total_charge=+3 homo_lumo_gap_ev="3.34 / 1.94"
Ir -0.31 -0.27 0.14
S 1.38 1.40 -0.13
S -0.31 1.04 3.29
Si 3.76 3.75 -0.01
O -13.14 0.19 0.08
N -1.81 1.13 -0.09
N 3.31 -0.42 -0.25
N -6.76 1.15 0.01
N 0.77 -1.66 4.00
N -1.99 -1.54 -0.01
N 0.88 -1.86 0.42
N -0.08 -0.27 2.33
N -6.86 -1.06 0.10
C 1.30 -2.62 -0.59
C 1.86 -4.41 0.89
C -3.15 -0.84 0.02
C 2.88 4.19 1.59
C 1.81 -3.90 -0.40
C -4.44 -2.89 0.01
C 4.56 -0.86 -0.31
C 2.83 4.35 -1.53
C 5.64 0.01 -0.24
C -0.04 0.45 4.89
C -4.05 2.79 -0.17
C 1.45 -3.61 1.94
C -4.22 1.39 -0.05
C -9.74 -1.11 0.11
C -11.82 0.09 0.07
C -2.05 -2.87 -0.06
C 5.37 1.36 -0.14
C 0.54 -1.40 2.71
C 0.97 -2.32 1.68
C 0.37 -0.50 7.45
C 0.65 -1.32 6.38
C -7.58 0.05 0.06
C -4.40 -1.49 0.05
C -9.74 1.30 0.01
C -3.06 0.59 -0.03
C -0.10 0.81 7.25
C -11.11 -1.12 0.11
C -2.79 3.31 -0.25
C -1.69 2.45 -0.21
C -0.30 1.28 5.98
C 4.07 1.85 -0.09
C -13.95 -0.98 0.10
C -9.02 0.09 0.06
C 3.05 0.88 -0.15
C 5.48 4.54 -0.01
C -11.11 1.30 0.02
C -5.47 0.72 0.01
C -3.25 -3.57 -0.05
C -5.56 -0.67 0.07
C 0.45 -0.86 5.08
H 2.89 5.27 1.71
H -4.92 3.44 -0.20
H -11.67 2.23 -0.03
H -0.30 1.44 8.10
H -7.07 2.11 -0.05
H 2.13 -4.49 -1.25
H -3.23 -4.65 -0.11
H -14.98 -0.62 0.08
H 0.51 -0.87 8.46
H 1.21 -2.54 4.22
H -11.65 -2.06 0.15
H -13.77 -1.61 -0.77
H 6.06 4.27 0.87
H -1.11 -3.41 -0.11
H 1.78 4.07 -1.53
H -0.68 2.85 -0.27
H 3.38 3.76 2.46
H -0.66 2.29 5.81
H 4.69 -1.93 -0.42
H 5.35 5.63 0.00
H -13.78 -1.56 1.01
H -5.40 -3.38 0.03
H 1.02 -2.33 6.54
H -9.19 -2.04 0.15
H 6.66 -0.36 -0.29
H 6.20 2.06 -0.10
H -9.21 2.25 -0.03
H 1.23 -2.19 -1.58
H 6.04 4.29 -0.91
H 1.47 -4.00 2.94
H 2.88 5.44 -1.55
H 1.83 3.87 1.60
H -2.62 4.37 -0.36
H 3.29 3.99 -2.45
H 2.22 -5.41 1.07

9
Properties=species:S:1:pos:R:3 method="wB97M-V/def2-TZVPD" multiplicity=1 lumo_ev=0.19 homo_lumo_gap_ev=8.69
O -0.70 -0.79 0.40
O -0.13 2.55 0.18
C -0.56 1.52 -0.23
C -1.08 0.38 0.34
C 0.67 -1.24 0.16
H -0.90 1.63 -1.37
H 0.64 -1.60 -0.96
H 1.21 -0.45 0.58
H 0.84 -2.01 0.90

96
Properties=species:S:1:pos:R:3 method="wB97M-V/def2-TZVPD" multiplicity=1 lumo_ev=-4.12 total_charge=+1 homo_lumo_gap_ev=6.10
Sb 1.40 2.09 -2.61
Mo 0.68 -0.34 0.09
Br 0.55 0.63 5.82
S 0.52 -0.29 -2.22
S 2.74 0.99 -0.44
S -0.11 3.36 -1.64
S 1.91 1.40 1.32
S -7.31 0.47 4.70
P 2.93 -2.83 0.60
O -2.61 2.02 0.41
O -0.81 0.71 0.47
N 1.78 -1.68 0.51
N 3.10 -3.48 2.08
N 4.36 -2.19 0.14
N -0.82 -2.02 -0.02
N -3.03 -0.97 1.75
N 2.59 -4.01 -0.44
N -7.69 1.01 2.18
C -1.72 1.58 1.05
C -4.60 -0.51 3.52
C 1.49 -3.76 4.30
C -1.79 3.62 4.18
C 6.60 -1.69 0.95
C 5.14 -1.20 0.92
C -5.16 0.03 1.28
C 6.91 -2.49 -0.33
C -3.92 -0.47 0.89
C -2.05 3.15 2.91
C 2.75 -4.88 2.41
C -3.39 -0.98 3.04
C -5.52 0.01 2.62
C 1.80 -4.65 -2.69
C 2.83 -6.34 -1.10
C 2.91 -3.25 4.55
C -0.73 1.19 3.36
C -1.49 1.95 2.48
C -0.98 2.89 5.05
C 2.11 -6.14 -2.45
C 6.16 -1.90 -1.53
C -2.66 -4.10 0.09
C 1.54 -4.97 3.35
C 1.44 -3.94 -1.39
C 4.62 -1.97 -1.31
C -6.87 0.52 3.11
C -1.69 -2.22 -1.02
C -0.49 1.67 4.63
C 3.48 -2.66 3.26
C -1.76 -3.90 1.12
C -2.62 -3.24 -1.00
C 3.58 -5.08 -0.71
C -0.86 -2.86 1.04
H 1.18 -6.71 -2.46
H 4.57 -2.60 3.34
H 1.18 -2.91 -1.59
H 0.98 -4.53 -3.39
H 6.77 -2.31 1.83
H 4.25 -4.79 -1.53
H 5.08 -0.24 0.41
H 0.56 -4.43 -0.95
H 6.60 -3.53 -0.19
H 1.01 -4.03 5.24
H 4.73 -1.06 1.91
H -1.62 -1.55 -1.86
H -3.39 -4.90 0.14
H -0.15 -2.68 1.82
H -8.57 1.40 2.48
H -3.64 -0.44 -0.15
H 3.53 -4.08 4.89
H 3.62 -5.35 2.87
H -2.68 3.70 2.22
H -3.30 -3.35 -1.83
H -7.41 1.17 1.23
H 2.11 -6.58 -0.32
H 7.98 -2.49 -0.52
H 4.20 -5.22 0.17
H 4.15 -1.05 -1.65
H -5.80 0.44 0.51
H -2.19 4.57 4.51
H -0.76 3.26 6.04
H 3.08 -1.65 3.13
H -1.76 -4.54 2.00
H 2.67 -4.15 -3.13
H 0.91 -2.94 3.86
H 3.53 -7.18 -1.16
H 6.41 -2.45 -2.44
H 2.53 -5.42 1.49
H -0.35 0.22 3.07
H 2.92 -2.48 5.31
H 2.73 -6.51 -3.27
H 7.26 -0.82 1.03
H -2.66 -1.39 3.74
H 1.62 -5.89 3.92
H 0.63 -5.03 2.75
H 4.18 -2.79 -1.87
H 6.47 -0.86 -1.67
H -4.84 -0.55 4.57

10
Properties=species:S:1:pos:R:3 method="wB97M-V/def2-TZVPD" multiplicity=1 lumo_ev=0.19 homo_lumo_gap_ev=10.09
S 0.67 -0.38 -0.90
O -0.37 -0.74 -2.16
O 1.39 0.80 -1.29
N 0.27 0.32 2.00
C -0.65 0.22 0.21
H -1.42 -0.48 0.45
H 0.90 -0.48 1.91
H -0.96 1.25 0.08
H 0.84 1.15 1.84
H -0.69 -1.65 -2.14

65
Properties=species:S:1:pos:R:3 method="wB97M-V/def2-TZVPD" s_squared=8.757 multiplicity=6 lumo_ev="-0.38 / -0.45" homo_lumo_gap_ev="6.57 / 7.86"
Mn -0.12 0.44 -0.44
S -2.39 1.10 -0.69
P -0.34 0.36 2.09
P -1.07 -1.87 -0.08
O -3.66 1.74 -0.85
O -2.38 0.13 0.47
O -1.94 0.34 -1.88
O -1.29 2.08 -0.40
N 0.28 0.08 -4.70
N 0.95 0.28 -2.35
N 2.12 0.40 0.11
C 1.12 0.28 3.24
C -1.51 -2.15 1.68
C -0.01 -3.38 -0.35
C -1.30 1.69 2.91
C 6.76 0.33 1.16
C 3.27 0.30 0.03
C -2.48 -3.51 3.42
C -1.19 -1.17 2.63
C 0.59 0.22 -3.45
C 7.42 -0.07 0.01
C 1.30 0.04 -5.73
C -0.18 1.38 -7.21
C 4.66 0.17 0.01
C -2.60 -2.44 -0.93
C 5.33 -0.23 -1.16
C 1.22 1.28 -6.61
C 6.70 -0.34 -1.15
C -2.17 -3.30 2.09
C -1.50 -1.39 3.97
C -2.14 -2.56 4.36
C -1.23 1.40 -6.10
C 5.39 0.45 1.17
C -1.09 0.19 -5.18
H 1.61 -0.68 3.10
H 1.82 1.07 2.96
H -1.25 -0.65 4.71
H -2.63 -3.53 -0.99
H 4.76 -0.44 -2.05
H 0.85 0.40 4.29
H 7.23 -0.64 -2.04
H 1.97 1.23 -7.40
H -1.31 -0.73 -5.73
H -0.35 0.52 -7.87
H -3.45 -2.06 -0.38
H -0.71 2.60 2.86
H -1.52 1.45 3.95
H -0.27 2.28 -7.81
H 2.28 -0.04 -5.25
H 7.33 0.54 2.06
H -1.12 2.31 -5.51
H 1.42 2.17 -6.00
H -2.62 -2.00 -1.92
H 1.14 -0.86 -6.34
H -2.44 -4.05 1.36
H 8.50 -0.16 0.01
H -2.98 -4.42 3.72
H -2.23 1.40 -6.53
H -2.37 -2.72 5.41
H -1.74 0.25 -4.31
H -0.47 -4.29 0.02
H 0.95 -3.23 0.13
H 4.86 0.75 2.06
H 0.17 -3.48 -1.42
H -2.22 1.84 2.34

14
Properties=species:S:1:pos:R:3 method="wB97M-V/def2-TZVPD" s_squared=8.759 multiplicity=6 lumo_ev="-22.28 / -19.93" total_charge=+4 homo_lumo_gap_ev="2.98 / 8.09"
Pm 2.68 2.82 0.05
O -0.92 -0.25 0.06
O 1.03 0.93 0.05
O 0.96 -1.32 -0.01
C -1.64 0.76 -0.07
C 0.51 -0.15 0.03
C 2.40 -1.56 -0.01
C -3.06 0.89 0.04
H -3.33 1.94 -0.14
H -3.45 0.46 0.97
H -3.31 0.34 -0.93
H 2.50 -2.64 -0.09
H 2.81 -1.18 0.93
H 2.83 -1.05 -0.88

81
Properties=species:S:1:pos:R:3 method="wB97M-V/def2-TZVPD" multiplicity=1 lumo_ev=-12.86 total_charge=+2 homo_lumo_gap_ev=2.30
Al 1.47 4.40 1.20
O -3.52 4.29 0.39
O 2.54 2.55 5.28
O 0.20 1.72 0.65
O 3.87 -3.07 1.88
O -3.55 1.36 -2.75
O 0.92 -5.66 -2.20
O 4.74 -2.78 -0.19
O -1.37 4.88 0.79
O -4.24 2.27 -4.74
O 1.11 -4.49 -0.29
O 2.98 -1.63 0.57
O 2.64 2.36 3.04
O -2.94 6.25 -0.13
O 1.99 0.69 4.43
O -2.42 2.90 -3.89
O -0.43 -4.01 -1.86
C -0.56 0.64 0.46
C -5.55 1.73 -4.71
C 3.95 -2.52 0.68
C 2.04 -6.51 -1.83
C 3.37 -5.47 2.28
C -3.34 2.90 0.71
C 1.46 -1.58 3.82
C 2.02 -0.25 3.34
C -0.65 -2.71 -1.36
C -1.41 3.08 -2.88
C 4.42 -4.39 2.10
C 0.62 -4.68 -1.38
C -5.65 0.75 -5.91
C 3.33 -5.87 -2.31
C -2.04 7.35 -0.23
C 2.94 -0.79 -0.57
C -3.45 2.10 -3.69
C -4.62 2.36 1.29
C 2.37 1.92 4.14
C 2.66 3.96 5.22
C -2.49 5.15 0.41
H -2.56 8.29 -0.07
H -3.15 2.36 -0.23
H -1.39 -2.19 -1.97
H 5.04 -4.61 1.23
H -1.86 3.25 -1.90
H -0.95 -2.75 -0.31
H -1.17 7.28 0.41
H 1.84 -7.45 -2.34
H -0.80 3.88 -3.27
H 4.07 -6.67 -2.36
H 3.44 4.30 4.54
H -0.66 0.37 -0.62
H -5.17 3.10 1.86
H 1.30 -2.19 2.94
H 3.83 -6.26 2.88
H -0.09 -0.26 0.89
H -4.30 1.46 1.83
H 3.88 -0.37 -0.92
H -5.70 1.15 -3.80
H -1.70 7.48 -1.26
H -6.27 2.54 -4.81
H 3.11 -0.43 3.25
H 3.15 -5.35 -3.25
H 2.87 -5.80 1.38
H -5.12 1.06 -6.80
H 0.52 -1.36 4.34
H -5.19 -0.18 -5.56
H -2.48 2.76 1.37
H -1.61 0.79 0.77
H 5.07 -4.37 2.97
H -0.87 2.13 -2.82
H 2.29 0.05 -0.33
H -6.65 0.46 -6.25
H -5.29 1.97 0.52
H 1.97 -2.08 4.65
H 1.64 0.04 2.37
H 1.96 -6.77 -0.78
H 3.70 -5.11 -1.62
H 0.25 -2.09 -1.38
H 1.70 4.42 4.96
H 2.57 -5.10 2.93
H 2.57 -1.34 -1.44
H 2.85 4.35 6.22

72
Properties=species:S:1:pos:R:3 method="wB97M-V/def2-TZVPD" multiplicity=1 lumo_ev=2.07 total_charge=-1 homo_lumo_gap_ev=4.47
F -5.40 1.15 -0.68
F -6.01 -0.04 1.04
F -4.78 -0.93 -0.52
O -1.41 3.56 -1.21
O -0.88 0.53 -1.30
O 2.34 -2.38 0.57
O -2.22 5.60 -5.05
O 0.79 -6.71 2.11
O 0.00 2.20 -0.04
O -3.32 -0.38 1.81
O 2.34 2.87 3.37
N -3.38 3.16 0.94
C -0.59 -6.74 0.13
C -3.90 2.03 1.64
C 0.23 -0.06 0.72
C -1.00 -8.34 2.02
C 2.48 4.14 2.74
C 2.63 3.97 1.23
C -3.71 0.66 0.91
C -0.53 -6.95 1.63
C 3.40 -3.10 -0.06
C -1.78 3.28 -5.56
C -1.31 4.72 -5.69
C 0.09 4.91 -5.12
C -1.96 3.28 1.14
C -1.17 3.07 -0.16
C -4.98 0.23 0.20
C 3.66 4.89 3.34
C 2.87 -4.40 -0.63
C 4.55 -3.33 0.91
C -0.28 0.89 -0.32
H 1.56 4.68 2.95
H -2.78 3.17 -5.97
H 4.91 -2.39 1.30
H -2.02 -8.52 1.69
H 4.21 -3.94 1.75
H -4.98 2.18 1.75
H -1.60 -6.87 -0.26
H -3.51 1.89 2.67
H 2.47 -5.03 0.17
H 3.54 5.00 4.41
H 3.74 -2.46 -0.88
H -0.95 -8.47 3.10
H 0.07 -7.44 -0.38
H -0.25 -5.73 -0.13
H -1.55 2.59 1.90
H 3.13 2.36 3.19
H 4.59 4.33 3.17
H -2.25 5.36 -4.11
H 5.37 -3.85 0.42
H -1.11 2.59 -6.08
H -3.20 -1.19 1.31
H 1.37 -7.36 1.69
H 1.77 3.43 0.82
H 3.64 -4.96 -1.16
H 3.53 3.38 1.01
H -0.35 -9.10 1.57
H -2.98 0.79 0.12
H 0.41 5.94 -5.23
H 1.01 0.41 1.32
H 2.02 -2.92 1.31
H 2.71 4.93 0.73
H -1.70 4.32 1.42
H 0.60 -0.95 0.22
H 0.10 4.67 -4.06
H -0.61 -0.35 1.36
H -1.16 -6.20 2.12
H 0.81 4.26 -5.63
H 2.05 -4.21 -1.32
H -1.82 3.00 -4.50
H 3.77 5.88 2.89
H -1.31 5.01 -6.74

22
Properties=species:S:1:pos:R:3 method="wB97M-V/def2-TZVPD" s_squared=2.011 multiplicity=3 lumo_ev="-4.59 / -5.56" total_charge=+1 homo_lumo_gap_ev="6.72 / 6.79"
Pd -0.60 -0.30 -1.73
S 0.50 -0.08 1.77
O 1.52 0.10 0.69
O -3.23 -0.22 0.00
O 0.20 -0.18 -4.80
O -0.62 2.78 -1.58
O 2.43 -0.23 -2.29
O -0.59 -3.44 -1.36
C 1.37 -0.36 -1.87
C -0.67 -0.22 -4.02
C -0.78 1.68 -1.91
C 1.31 -0.75 3.26
C -0.69 -2.32 -1.56
C -2.46 -0.33 -0.84
C 0.07 1.57 2.34
H 2.18 -0.14 3.56
H 0.52 -0.75 4.01
H 0.62 2.31 1.74
H -1.81 -0.46 -3.81
H 0.17 1.58 3.44
H 1.54 -1.81 3.03
H -0.97 1.57 1.96